Molecular formula: C4H7NOS2
Method: DFT, wB97M-V/def2-TZVPD

Properties
Total energy   -29466.5976 eV
LUMO   0.413 eV
Orbital gap   0.33473 Eh
HOMO   -8.70 eV
Structure (SMILES)   O=C1NSCC[C@H]1S
Energy above the lowest of the compared OMol25 structures with the same formula, charge and spin   308.1 kJ/mol

The geometry in XYZ format:
```
15
C4H7NOS2, DFT wB97M-V/def2-TZVPD
C 0.22699 0.41263 1.07609
C 1.52274 0.60643 0.03697
C 0.97673 0.41940 -1.35922
C -0.67482 -0.80801 0.97925
H -1.35798 1.80779 -0.12945
H 0.58584 0.34102 2.05794
H 1.82359 1.68511 0.22157
H 2.45574 0.16223 0.25951
H 1.90495 0.70810 -1.94461
H 0.03890 0.98043 -1.75417
H -1.68026 -1.78373 -0.50235
N -0.47812 -1.42071 -0.38357
O -1.59811 -1.26018 1.66856
S -0.64101 1.99913 0.97434
S 0.64421 -1.22771 -1.80374
```

Here are the Mulliken charges for atoms 1 to 8, given in e: -0.235 -0.730 -0.371 0.389 0.109 0.365 0.340 0.401

=====

Molecular formula: C4H7NS
Method: DFT, wB97M-V/def2-TZVPD

Properties
Total energy   -16584.4787 eV
LUMO   -0.198 eV
Orbital gap   0.31371 Eh
HOMO   -8.73 eV
Structure (SMILES)   S=C[C@H]1CCN1
Energy above the lowest of the compared OMol25 structures with the same formula, charge and spin   236.6 kJ/mol

The geometry in XYZ format:
```
13
C4H7NS, DFT wB97M-V/def2-TZVPD
C -1.01366 -0.40679 0.41133
C 0.38307 -0.16780 -0.25548
C 1.26522 1.10335 0.18517
C 2.45700 0.14986 -0.05592
H -0.94350 -0.96359 1.31303
H 0.10471 -0.18081 -1.29252
H 1.15886 1.17622 1.25282
H 1.30483 1.99604 -0.42437
H 2.65028 0.19454 -1.14316
H 3.50052 0.27522 0.42006
H 1.73952 -1.64255 -0.65220
N 1.51950 -1.01820 0.10203
S -2.41884 0.13754 -0.11866
```

Here are the Mulliken charges for atoms 1 to 8, given in e: -0.507 0.273 -0.620 -0.404 0.341 0.338 0.287 0.286

=====

Molecular formula: C4H7NS
Method: DFT, wB97M-V/def2-TZVPD

Properties
Total energy   -16584.6847 eV
LUMO   0.881 eV
Orbital gap   0.30886 Eh
HOMO   -7.52 eV
Structure (SMILES)   CC1=CCNS1
Energy above the lowest of the compared OMol25 structures with the same formula, charge and spin   216.8 kJ/mol

The geometry in XYZ format:
```
13
C4H7NS, DFT wB97M-V/def2-TZVPD
C 0.34921 0.82185 -0.21436
C 0.35279 -0.54920 -0.16175
C -0.98530 1.38558 -0.03433
C 1.52624 -1.48952 -0.00970
N -1.94606 0.29762 0.00346
S -1.23983 -1.32057 -0.22872
H 1.30981 1.44358 0.10157
H -1.06828 2.10510 0.85032
H -1.35971 2.08185 -0.93582
H 2.00901 -1.67472 -0.99770
H 1.25476 -2.38219 0.28743
H 2.33793 -1.03336 0.55384
H -2.54055 0.31398 0.78575
```

Here are the Mulliken charges for atoms 1 to 8, given in e: -0.551 0.696 -0.203 -1.414 -0.363 -0.092 0.210 0.205

=====

Molecular formula: C4H7NS
Method: DFT, wB97M-V/def2-TZVPD

Properties
Total energy   -16585.1917 eV
LUMO   0.737 eV
Orbital gap   0.34693 Eh
HOMO   -8.70 eV
Structure (SMILES)   C/C=C/C=N\S
Energy above the lowest of the compared OMol25 structures with the same formula, charge and spin   167.8 kJ/mol

The geometry in XYZ format:
```
13
C4H7NS, DFT wB97M-V/def2-TZVPD
C 2.16386 -0.77764 0.27447
C 0.71337 -0.65961 0.65007
C -0.14784 0.10542 -0.03177
C -1.61237 0.02631 0.29478
H 2.78981 -0.15018 0.94390
H 2.33399 -0.40247 -0.78884
H 2.46662 -1.80406 0.31323
H 0.42788 -1.14783 1.54402
H 0.25399 0.70275 -0.86692
H -1.88262 -0.75809 1.05703
H -3.08461 2.29957 -1.83350
N -2.52219 0.74131 -0.18515
S -1.89987 1.82451 -1.37133
```

Here are the Mulliken charges for atoms 1 to 8, given in e: -1.078 -0.236 -0.044 0.154 0.266 0.284 0.330 0.339

=====

Molecular formula: C4H7NS
Method: DFT, wB97M-V/def2-TZVPD

Properties
Total energy   -16583.1117 eV
LUMO (spin up / spin down)   -0.940 / -0.940 eV
Orbital gap (spin up / spin down)   0.26974 / 0.26965 Eh
HOMO (spin up / spin down)   -8.28 / -8.28 eV
Structure (SMILES)   CC#CC.N=S
Energy above the lowest of the compared OMol25 structures with the same formula, charge and spin   368.5 kJ/mol

The geometry in XYZ format:
```
13
C4H7NS, DFT wB97M-V/def2-TZVPD
C 0.81384 -0.16817 -0.25731
C 0.15790 -0.65639 0.62445
C 1.67971 0.36887 -1.28356
C -0.68940 -1.10300 1.70641
N -1.19975 1.25217 -0.90247
S -2.10554 1.91592 0.16924
H 2.69370 0.45564 -0.89565
H 1.68775 -0.27150 -2.16293
H 1.32033 1.35797 -1.56293
H -0.93631 -2.15778 1.59474
H -0.17991 -0.94998 2.65607
H -1.61138 -0.51244 1.71089
H -1.63096 0.46869 -1.39695
```

Here are the Mulliken charges for atoms 1 to 8, given in e: 0.375 0.527 -1.385 -1.151 -0.293 -0.050 0.299 0.296

=====

Molecular formula: C4H7NS
Method: DFT, wB97M-V/def2-TZVPD

Properties
Total energy   -16581.9939 eV
LUMO (spin up / spin down)   -0.585 / 0.478 eV
Orbital gap (spin up / spin down)   0.24050 / 0.31109 Eh
HOMO (spin up / spin down)   -7.13 / -7.99 eV
Energy above the lowest of the compared OMol25 structures with the same formula, charge and spin   476.4 kJ/mol

The geometry in XYZ format:
```
13
C4H7NS, DFT wB97M-V/def2-TZVPD
C -1.12644 0.09658 0.46247
C -0.95175 -0.89982 -0.31702
C 0.28866 0.72491 1.02776
C -0.15018 -1.73788 -1.18039
N 0.75379 1.84707 0.29681
S 1.36675 1.65325 -1.18117
H -1.86608 0.61052 1.01087
H -0.00674 0.86962 2.08929
H 1.07976 -0.12053 0.92074
H -0.65404 -2.73714 -1.35096
H 0.55904 -1.82939 -0.37217
H 0.27802 -1.23719 -2.01353
H 0.42924 2.75998 0.60729
```

Here are the Mulliken charges for atoms 1 to 8, given in e: -0.092 -0.216 -0.655 -0.721 -0.127 -0.235 0.411 0.356

=====

Molecular formula: C4H7NS
Method: DFT, wB97M-V/def2-TZVPD

Properties
Total energy   -16584.9832 eV
LUMO   0.680 eV
Orbital gap   0.33167 Eh
HOMO   -8.34 eV
Structure (SMILES)   C[C@@H]1CN1C=S
Energy above the lowest of the compared OMol25 structures with the same formula, charge and spin   188.0 kJ/mol

The geometry in XYZ format:
```
13
C4H7NS, DFT wB97M-V/def2-TZVPD
C 0.20974 -0.69360 -1.39459
C 0.85413 -0.10837 -0.16702
C 0.29618 -0.57614 1.15710
C -0.89472 1.54122 0.55041
H 0.61155 -0.24973 -2.35412
H 0.48815 -1.77576 -1.47420
H -0.89023 -0.77138 -1.40537
H 1.94993 0.00487 -0.17546
H 0.89028 -0.79025 2.07306
H -0.59099 -1.21277 1.14328
H -0.76423 2.34300 -0.12500
N 0.12311 0.72460 0.70182
S -2.28290 1.56432 1.47010
```

Here are the Mulliken charges for atoms 1 to 8, given in e: -1.231 0.165 -0.499 -0.196 0.307 0.319 0.350 0.325

=====

Molecular formula: C4H7NS
Method: DFT, wB97M-V/def2-TZVPD

Properties
Total energy   -16582.3038 eV
LUMO (spin up / spin down)   0.695 / 0.697 eV
Orbital gap (spin up / spin down)   0.29120 / 0.29137 Eh
HOMO (spin up / spin down)   -7.23 / -7.23 eV
Energy above the lowest of the compared OMol25 structures with the same formula, charge and spin   446.5 kJ/mol

The geometry in XYZ format:
```
13
C4H7NS, DFT wB97M-V/def2-TZVPD
C -0.61933 1.36025 -0.05933
C 0.43418 0.63850 -0.01262
C -0.67443 -1.52569 0.21727
C 1.80271 0.65385 0.13854
N -1.90948 -1.02756 -0.23890
S -2.34983 0.55304 0.04696
H -0.79011 2.39009 -0.23372
H -0.34041 -2.34404 -0.35654
H -0.16550 -1.22215 1.13822
H 2.31330 0.23019 -0.81357
H 2.25876 0.02486 1.01654
H 2.24643 1.64841 0.29638
H -2.20628 -1.37975 -1.13925
```

Here are the Mulliken charges for atoms 1 to 8, given in e: -0.252 0.015 -0.576 -0.992 -0.234 -0.089 0.373 0.304

=====

Please write out number 3 again, unchanged.
Molecular formula: C4H7NS
Method: DFT, wB97M-V/def2-TZVPD

Properties
Total energy   -16584.6847 eV
LUMO   0.881 eV
Orbital gap   0.30886 Eh
HOMO   -7.52 eV
Structure (SMILES)   CC1=CCNS1
Energy above the lowest of the compared OMol25 structures with the same formula, charge and spin   216.8 kJ/mol

The geometry in XYZ format:
```
13
C4H7NS, DFT wB97M-V/def2-TZVPD
C 0.34921 0.82185 -0.21436
C 0.35279 -0.54920 -0.16175
C -0.98530 1.38558 -0.03433
C 1.52624 -1.48952 -0.00970
N -1.94606 0.29762 0.00346
S -1.23983 -1.32057 -0.22872
H 1.30981 1.44358 0.10157
H -1.06828 2.10510 0.85032
H -1.35971 2.08185 -0.93582
H 2.00901 -1.67472 -0.99770
H 1.25476 -2.38219 0.28743
H 2.33793 -1.03336 0.55384
H -2.54055 0.31398 0.78575
```

Here are the Mulliken charges for atoms 1 to 8, given in e: -0.551 0.696 -0.203 -1.414 -0.363 -0.092 0.210 0.205

=====

Q: Look up the total energy of the seventh one.
A: -16584.9832 eV

=====

Q: Which value of energy above the lowest of the compared OMol25 structures with the same formula, charge and spin does entry 4 give?
A: 167.8 kJ/mol

=====

Copy entry 4 word for word.
Molecular formula: C4H7NS
Method: DFT, wB97M-V/def2-TZVPD

Properties
Total energy   -16585.1917 eV
LUMO   0.737 eV
Orbital gap   0.34693 Eh
HOMO   -8.70 eV
Structure (SMILES)   C/C=C/C=N\S
Energy above the lowest of the compared OMol25 structures with the same formula, charge and spin   167.8 kJ/mol

The geometry in XYZ format:
```
13
C4H7NS, DFT wB97M-V/def2-TZVPD
C 2.16386 -0.77764 0.27447
C 0.71337 -0.65961 0.65007
C -0.14784 0.10542 -0.03177
C -1.61237 0.02631 0.29478
H 2.78981 -0.15018 0.94390
H 2.33399 -0.40247 -0.78884
H 2.46662 -1.80406 0.31323
H 0.42788 -1.14783 1.54402
H 0.25399 0.70275 -0.86692
H -1.88262 -0.75809 1.05703
H -3.08461 2.29957 -1.83350
N -2.52219 0.74131 -0.18515
S -1.89987 1.82451 -1.37133
```

Here are the Mulliken charges for atoms 1 to 8, given in e: -1.078 -0.236 -0.044 0.154 0.266 0.284 0.330 0.339